No. 1
Density functional theory data (ωB97M-V/def2-TZVPD) for a 8-piece molecular cluster, C16H36N4O20 overall at a distorted geometry.

Structure (XYZ):
```
76
C16H36N4O20 | the OMol25 dataset | ωB97M-V/def2-TZVPD
C -2.81824 -4.72868 -1.16662
N -3.02657 -3.97821 -2.43012
O -3.61412 -4.66860 -3.29353
O -2.51485 -2.89745 -2.60558
H -2.47407 -5.73482 -1.40603
H -3.79786 -4.74817 -0.68904
H -2.00130 -4.20823 -0.66678
C -1.59685 -0.98511 -5.49893
N -2.75634 -0.43269 -4.80590
O -2.69712 -0.05721 -3.68116
O -3.72002 -0.36152 -5.49662
H -1.84118 -1.91430 -6.01372
H -0.78822 -1.17068 -4.79199
H -1.25191 -0.34006 -6.30704
C 1.21094 -3.59319 -2.62027
N 2.15506 -2.85572 -1.79456
O 2.91615 -3.38501 -1.02319
O 2.25468 -1.70239 -2.13108
H 0.74843 -2.91852 -3.34070
H 0.44291 -3.98906 -1.95580
H 1.70739 -4.46719 -3.04187
C -1.57502 5.09134 -0.88368
N -2.58768 3.97465 -1.08165
O -2.77072 3.18151 -0.19321
O -3.12305 3.82652 -2.24178
H -1.96683 5.94089 -1.44301
H -0.58888 4.75341 -1.20216
H -1.42265 5.29698 0.17585
C 0.96772 -4.67765 4.60144
O 0.73265 -5.82888 3.77036
C -0.47773 -5.91249 3.25093
O -1.36036 -5.09286 3.22430
O -0.52409 -7.11770 2.73641
C -1.73365 -7.59312 2.13596
H 0.72583 -4.81533 5.65530
H 0.62871 -3.71870 4.20953
H 2.03363 -4.48912 4.72945
H -2.62935 -7.45362 2.74123
H -1.74447 -8.65717 1.89979
H -1.87064 -7.01158 1.22429
C 2.68941 6.20067 0.22248
O 3.39661 5.04268 -0.15223
C 2.78878 3.91420 -0.41883
O 1.54943 3.72018 -0.32913
O 3.75546 3.04538 -0.76245
C 3.45284 1.73216 -1.14925
H 1.86615 6.06529 0.92392
H 2.34445 6.76094 -0.64654
H 3.48888 6.87309 0.53362
H 4.28042 1.24490 -1.66480
H 2.55339 1.67664 -1.76245
H 3.15157 1.23387 -0.22781
C 0.09356 3.08854 2.63468
O -0.00420 4.52071 2.72439
C 0.73657 5.21789 3.52889
O 1.50467 4.78539 4.41897
O 0.41385 6.49784 3.23594
C 1.24325 7.55890 3.64992
H -0.42538 2.62055 3.47122
H 1.15171 2.83872 2.55712
H -0.46036 2.70362 1.77847
H 2.28027 7.27594 3.46929
H 1.07190 7.79595 4.69994
H 0.87857 8.40799 3.07187
C -0.50773 0.81867 -1.64561
O -0.75709 -0.51485 -1.15499
C -0.14473 -0.91499 -0.08630
O 0.42667 -0.12927 0.70138
O -0.38180 -2.18376 0.09727
C 0.23370 -2.91731 1.12601
H -1.42057 1.30287 -1.99253
H 0.23984 1.00605 -2.41641
H -0.06602 1.47163 -0.89287
H -0.50722 -3.58556 1.56486
H 0.83325 -2.25825 1.75392
H 0.99934 -3.47743 0.58920
```

Results
Multiplicity: 2
HOMO-LUMO gap (alpha / beta) in eV: 2.245 / 6.163
HOMO energy (alpha / beta) in eV: -0.39 / -4.31
Maximum force in eV Å⁻¹: 5.32
Net charge: -1

***

No. 2
Density functional theory data (ωB97M-V/def2-TZVPD) for C30H19AsF3N3O2S4SbY as an isolated structure.

Structure (XYZ):
```
64
C30H19AsF3N3O2S4SbY | the OMol25 dataset | ωB97M-V/def2-TZVPD
Y 2.24828 -0.54182 -1.07796
O -1.46094 -5.98766 2.68933
N -1.08886 -5.07267 3.39918
O -1.24063 -5.06399 4.60690
C -0.29891 -3.95589 2.77748
C 0.25085 -3.09456 3.65174
C 1.01195 -1.97546 3.19812
C 1.63092 -1.07963 4.08528
C 2.34854 -0.02785 3.58430
C 2.41622 0.13193 2.19644
N 1.81997 -0.68489 1.35343
C 1.14413 -1.74840 1.83215
C 0.57599 -2.69071 0.89087
N 0.78873 -2.43547 -0.41990
C 0.34866 -3.28243 -1.32399
C -0.37300 -4.42458 -0.97899
C -0.62276 -4.69049 0.33917
C -0.13621 -3.81742 1.34017
H 0.11014 -3.25230 4.70837
H 1.54204 -1.24129 5.15479
H 2.86267 0.67257 4.22992
H 2.98136 0.94143 1.75194
H 0.59364 -3.05458 -2.35224
H -0.72146 -5.09489 -1.75514
H -1.17471 -5.56430 0.61618
S 6.61372 -1.27488 -3.04179
As 4.79099 -1.03957 -2.13662
S 2.97543 -1.48593 -3.39130
S 4.23692 -2.15752 -0.32455
S 4.26723 1.04244 -1.42105
F -2.81570 7.45010 -0.30688
C -2.10408 6.31580 -0.36670
C -1.50371 5.84981 0.78627
C -0.76957 4.67457 0.71592
C -0.65282 3.97340 -0.48346
C -1.25957 4.48419 -1.62783
C -1.99180 5.66354 -1.57733
Sb 0.46141 2.17427 -0.54255
C 0.01037 1.57263 -2.52658
C 1.03812 1.46556 -3.46517
C 0.76589 1.13178 -4.78925
C -0.54284 0.93267 -5.15360
F -0.82620 0.61632 -6.42262
C -1.59943 1.04775 -4.25907
C -1.31399 1.36925 -2.94745
C -0.90097 0.87582 0.50183
C -1.55214 -0.21977 -0.06048
C -2.23602 -1.14421 0.72538
C -2.24604 -0.96439 2.08982
F -2.87691 -1.86481 2.86143
C -1.61374 0.10452 2.69794
C -0.93864 1.01143 1.89495
H -1.60752 6.40651 1.71011
H -0.27714 4.32257 1.61758
H -1.17046 3.96625 -2.57523
H -2.47010 6.07520 -2.45831
H 2.07233 1.62267 -3.18121
H 1.56341 1.00925 -5.51086
H -2.61451 0.89267 -4.60688
H -2.13083 1.48096 -2.24728
H -1.53296 -0.38157 -1.12616
H -2.74211 -1.99872 0.28883
H -1.64777 0.20681 3.77719
H -0.41487 1.82793 2.38543
```

Results
Multiplicity: 1
HOMO-LUMO gap in eV: 5.542
HOMO energy in eV: -7.45
Maximum force in eV Å⁻¹: 0.79

***

No. 3
Density functional theory data (ωB97M-V/def2-TZVPD) for an isolated ion of composition C5H9N and charge +1 at a distorted geometry.

Structure (XYZ):
```
15
C5H9N | the OMol25 dataset | ωB97M-V/def2-TZVPD
C 0.36997 -1.75509 -0.61370
N -0.18081 -0.47447 -1.09802
C -0.20157 0.68527 -0.41743
C -0.16412 1.91193 -1.04491
C 0.13416 0.01506 1.98907
C -0.54742 0.65639 1.04281
H -0.32487 -2.15198 0.12631
H 0.50456 -2.46626 -1.41899
H 1.31232 -1.55352 -0.11148
H 0.18160 -0.32350 -2.04191
H -0.38539 1.94323 -2.10439
H -0.10859 2.78476 -0.41670
H -0.10982 0.18691 3.02845
H 1.01914 -0.56974 1.78355
H -1.49915 1.11101 1.29735
```

Results
Multiplicity: 2
HOMO-LUMO gap (alpha / beta) in eV: 10.728 / 7.779
Relative energy (zero: lowest compared OMol25 entry of this formula, charge and spin) in kJ/mol: 124.4
HOMO energy (alpha / beta) in eV: -14.89 / -15.01
Maximum force in eV Å⁻¹: 2.94
Net charge: +1

***

No. 4
Density functional theory data (ωB97M-V/def2-TZVPD) for C4H4InO5 as an isolated structure at a distorted geometry.

Structure (XYZ):
```
14
C4H4InO5 | the OMol25 dataset | ωB97M-V/def2-TZVPD
O 2.18665 -2.41929 -1.36051
C 1.75421 -1.33392 -0.96927
O 2.42380 -0.24462 -0.89359
O 0.41519 -1.24071 -0.78253
C -0.34028 -0.01251 -1.06487
H -0.61750 -0.07882 -2.13023
C -1.62084 -0.08923 -0.24907
H -1.99007 -1.12520 -0.14148
H -1.50048 0.32937 0.76174
H -2.40783 0.49316 -0.75284
C 0.19251 1.45032 2.75043
O 0.37972 2.29449 1.97485
O 0.02675 0.60682 3.52517
In 1.09819 1.37014 -0.66781
```

Results
Multiplicity: 1
HOMO-LUMO gap (alpha / beta) in eV: 5.828 / 5.829
Relative energy (zero: lowest compared OMol25 entry of this formula, charge and spin) in kJ/mol: 0.0
HOMO energy (alpha / beta) in eV: -14.27 / -14.27
Maximum force in eV Å⁻¹: 5.61
Net charge: +1

***

no.,energy (eV)
1,-64072.67912
2,-159897.72485
3,-6811.58719
4,-19614.22307